Formula: C27H79NO22
Source: OMol25
Level of theory: ωB97M-V with the def2-TZVPD basis set

Computed properties:
**Maximum force**: 0.057 Eh/bohr
**HOMO**: -8.27 eV
**Molecular weight**: 769.9 g mol⁻¹
**Gap between HOMO and LUMO**: 0.3070 hartree
**DFT total energy**: -2785.92144 hartree
**Spin multiplicity**: 1
**ΔE to the lowest compared entry with this formula, charge and spin**: 0.0 kcal per mole

Each line ends with the Löwdin charge.
Cartesian coordinates (Å):
1 O 5.465279 -0.651288 -0.091731  -0.058
2 H 6.105168 -1.245111 0.315451  0.037
3 H 4.608388 -0.986561 0.192727  0.000
4 O 2.695881 2.721903 4.083166  -0.050
5 H 2.911655 1.855337 4.451634  -0.004
6 H 2.772323 2.599271 3.131904  0.003
7 O -0.228166 5.579942 1.421402  -0.055
8 H 0.488243 5.838671 2.010325  0.041
9 H 0.220529 5.297929 0.619041  -0.011
10 C 0.680004 -1.990316 0.332838  -0.031
11 C 0.597281 -0.497643 0.599815  -0.495
12 C 2.035701 0.040613 0.672470  -0.130
13 C 2.127119 1.590472 0.663724  -0.142
14 C 1.303257 2.170957 -0.468425  -0.137
15 C -0.119468 1.630871 -0.657246  -0.474
16 N -0.061501 0.185792 -0.493898  -0.091
17 O -1.216785 -0.472981 -0.971741  -0.024
18 C -1.155896 2.286005 0.307123  0.003
19 C -0.477530 1.984749 -2.110762  -0.021
20 C -0.067716 -0.256207 1.968836  -0.007
21 H 1.105687 -2.272137 -0.631672  0.084
22 H -0.285102 -2.479698 0.479527  0.077
23 H 1.351794 -2.458569 1.061046  0.083
24 H 2.578438 -0.335635 1.542753  0.101
25 H 2.586866 -0.322046 -0.202961  0.110
26 H 3.196577 1.787826 0.611303  0.118
27 H 1.658812 1.899908 1.602291  0.093
28 H 1.837980 2.164689 -1.422524  0.113
29 H 1.174650 3.245870 -0.279379  0.108
30 H -1.697794 3.097895 -0.175684  0.085
31 H -1.893383 1.537595 0.594026  0.068
32 H -0.633812 2.620332 1.201423  0.072
33 H -0.016382 1.292681 -2.822995  0.071
34 H -1.527378 1.952089 -2.416664  0.095
35 H -0.128356 3.008420 -2.254440  0.074
36 H -0.260353 0.793532 2.174659  0.073
37 H 0.601588 -0.587927 2.769267  0.088
38 H -1.015407 -0.767307 2.149691  0.070
39 H -1.075524 -0.518644 -1.929290  0.073
40 C -1.168337 4.450695 -5.009110  -0.235
41 C -1.412272 5.699124 -5.838228  -0.265
42 O -1.100518 6.902911 -5.183381  -0.050
43 O 0.231569 4.137020 -4.978906  -0.083
44 H -1.699717 3.625035 -5.491956  0.116
45 H -1.519271 4.502978 -3.974365  0.118
46 H -2.426953 5.723661 -6.250176  0.118
47 H -0.775135 5.529306 -6.717660  0.119
48 H -1.621760 7.638901 -5.503376  0.082
49 H 0.500847 4.326954 -4.073379  0.036
50 C 1.688434 -0.517624 -4.394925  -0.250
51 C 0.782564 -0.061722 -5.555760  -0.218
52 O 0.145485 -1.214036 -6.072502  -0.064
53 O 2.326242 -1.743561 -4.693143  -0.059
54 H 1.017648 -0.649228 -3.531252  0.088
55 H 2.360830 0.237169 -3.972994  0.120
56 H 1.417274 0.493915 -6.257519  0.118
57 H 0.062580 0.681324 -5.214220  0.112
58 H 0.780122 -1.941308 -5.997703  0.085
59 H 2.898693 -1.985284 -3.962177  0.096
60 C 3.197935 6.247867 -1.307256  -0.234
61 C 3.491956 4.973342 -2.072400  -0.191
62 O 2.494299 4.921580 -3.136948  -0.100
63 O 2.017764 6.159254 -0.526110  -0.065
64 H 3.062897 7.072133 -2.011050  0.125
65 H 4.085003 6.501825 -0.724364  0.123
66 H 3.461514 4.036889 -1.514649  0.106
67 H 4.427192 5.053800 -2.633435  0.122
68 H 2.905380 4.501305 -3.896881  0.083
69 H 1.293611 6.148091 -1.163429  0.088
70 C 4.116771 -1.370363 4.826600  -0.230
71 C 4.919467 -1.568708 3.556801  -0.231
72 O 5.750906 -0.457891 3.217120  -0.065
73 O 3.547302 -0.070896 4.846861  -0.079
74 H 4.723497 -1.631140 5.701111  0.123
75 H 3.269361 -2.064210 4.840483  0.121
76 H 4.145662 -1.527915 2.765159  0.094
77 H 5.437216 -2.513532 3.435072  0.125
78 H 5.213319 0.331458 3.350737  0.076
79 H 2.933847 0.000101 5.584020  0.102
80 C -4.039439 -3.177515 1.250959  -0.180
81 C -4.225049 -1.863975 0.464453  -0.207
82 O -3.382846 -0.800575 0.870676  -0.094
83 O -4.001450 -2.905877 2.661693  -0.081
84 H -3.144184 -3.721171 0.967749  0.112
85 H -5.003182 -3.651607 1.055835  0.120
86 H -5.261543 -1.535002 0.534957  0.121
87 H -4.035904 -2.090194 -0.589958  0.112
88 H -2.552815 -0.874752 0.374967  0.057
89 H -4.190892 -1.965478 2.781795  0.057
90 C -5.301711 0.600023 3.198652  -0.236
91 C -5.618886 1.726485 2.238155  -0.242
92 O -5.763427 2.984497 2.897164  -0.061
93 O -3.904321 0.366944 3.285054  -0.086
94 H -5.868237 -0.275068 2.834569  0.107
95 H -5.731002 0.753258 4.187654  0.127
96 H -6.558116 1.502385 1.706809  0.116
97 H -4.950061 1.832740 1.376724  0.118
98 H -6.361647 3.541330 2.394910  0.079
99 H -3.601211 0.277432 2.360740  0.041
100 C -1.626946 -2.171553 5.114583  -0.207
101 C -0.947302 -3.131415 4.166453  -0.253
102 O -1.714655 -4.280923 3.811124  -0.084
103 O -0.620911 -1.204171 5.497805  -0.087
104 H -1.850318 -2.678345 6.059417  0.125
105 H -2.478027 -1.712727 4.613312  0.105
106 H 0.044051 -3.452196 4.487576  0.122
107 H -0.735847 -2.648272 3.206017  0.088
108 H -2.497477 -3.960094 3.333779  0.043
109 H -1.112392 -0.452117 5.844500  0.083
110 C -0.058341 -6.282774 0.545500  -0.238
111 C 0.836463 -5.706232 1.642717  -0.210
112 O 1.698334 -6.699207 2.237515  -0.071
113 O 0.557490 -6.417825 -0.721039  -0.060
114 H -1.025591 -5.771173 0.522278  0.116
115 H -0.468234 -7.235968 0.922674  0.131
116 H 0.203401 -5.202913 2.368480  0.100
117 H 1.566494 -5.038512 1.171200  0.111
118 H 1.991674 -7.277869 1.528799  0.067
119 H 1.196061 -7.132795 -0.647359  0.094
120 C -0.772040 -3.842534 -2.833274  -0.247
121 C -1.945196 -2.935459 -3.193510  -0.211
122 O -1.500055 -1.650064 -3.626132  -0.093
123 O -1.211248 -5.173999 -2.776693  -0.049
124 H -0.437478 -3.416560 -1.874674  0.099
125 H 0.059015 -3.692994 -3.535094  0.122
126 H -2.656637 -2.776301 -2.384328  0.103
127 H -2.533640 -3.346062 -4.023385  0.126
128 H -1.148353 -1.690330 -4.524493  0.061
129 H -0.542300 -5.662991 -2.278989  0.050

Atoms 1-6, force components in eV/Å:
-0.1 -0.1 -0.1
0.0 0.1 0.1
0.0 0.0 0.0
0.0 0.0 0.1
0.1 0.1 -0.2
0.0 0.0 0.0